ORCA calculation (the ωB97M-V functional and the def2-TZVPD basis) on a 17-piece molecular cluster, C29H96N30O17 overall in a non-equilibrium geometry.

Element x y z (Å)
O (32.831, -2.441, 44.053)
O (30.374, -0.929, 40.189)
O (32.947, -11.531, 40.563)
O (29.755, -9.785, 35.631)
O (29.306, -13.198, 43.059)
O (28.603, -5.279, 42.252)
O (28.316, -1.493, 43.540)
O (31.232, -6.877, 43.992)
O (25.205, -12.887, 38.690)
O (34.580, -4.168, 39.349)
O (27.561, -7.077, 47.159)
O (24.685, -8.729, 38.113)
O (30.605, -4.945, 38.136)
O (25.601, -2.946, 40.415)
O (26.177, -5.773, 36.780)
O (30.511, -8.450, 39.467)
O (22.856, -7.985, 42.546)
N (23.422, -2.998, 40.748)
N (29.867, -4.686, 36.043)
N (28.597, -6.804, 45.183)
N (25.923, -3.718, 37.492)
N (31.842, -6.761, 40.180)
N (32.825, -5.291, 44.077)
N (30.754, -4.720, 44.291)
N (32.644, -3.194, 39.762)
N (22.417, -7.500, 38.839)
N (24.692, -3.864, 42.237)
N (27.376, -3.413, 44.108)
N (28.134, -15.169, 39.052)
N (28.621, -0.759, 38.885)
N (33.388, -0.587, 42.876)
N (34.127, -2.821, 41.076)
N (29.760, -6.749, 46.900)
N (31.164, -11.324, 39.083)
N (32.288, -13.169, 39.268)
N (28.258, -1.160, 40.899)
N (25.886, -8.468, 36.287)
N (31.326, -1.131, 43.025)
N (26.435, -1.530, 44.604)
N (28.707, -10.255, 37.532)
N (29.385, -3.220, 37.408)
N (32.376, -8.693, 40.773)
N (29.231, -8.196, 37.176)
N (25.489, -5.410, 38.888)
N (30.528, -10.125, 44.548)
N (28.946, -8.237, 41.988)
N (25.018, -10.440, 36.676)
C (27.561, -6.153, 41.908)
C (24.640, -3.225, 41.109)
C (27.429, -2.131, 44.057)
C (21.720, -9.487, 40.170)
C (30.019, -11.966, 42.803)
C (28.320, -10.923, 44.604)
C (31.502, -8.026, 40.092)
C (23.219, -7.723, 41.195)
C (26.969, -8.229, 40.605)
C (29.169, -0.933, 39.998)
C (29.808, -11.327, 44.250)
C (25.939, -4.998, 37.683)
C (22.056, -8.024, 40.180)
C (29.107, -14.034, 41.894)
C (33.859, -3.410, 39.974)
C (26.575, -13.304, 39.050)
C (30.010, -4.335, 37.276)
C (32.542, -1.427, 43.410)
C (29.181, -4.567, 41.165)
C (24.697, -12.045, 39.707)
C (28.560, -6.867, 46.476)
C (29.275, -9.456, 36.727)
C (25.217, -9.181, 37.103)
C (32.258, -11.932, 39.598)
C (25.978, -15.715, 39.900)
C (31.588, -5.710, 44.098)
C (26.767, -14.889, 38.923)
C (23.674, -7.334, 43.505)
C (28.132, -7.400, 41.171)
H (22.763, -3.349, 41.428)
H (34.355, -0.828, 43.035)
H (33.523, -2.243, 41.644)
H (23.216, -6.635, 41.141)
H (27.036, -6.447, 42.817)
H (23.098, -8.182, 38.538)
H (27.265, -1.272, 40.751)
H (24.603, -7.902, 43.554)
H (31.941, -13.580, 38.413)
H (30.484, -6.263, 46.390)
H (29.288, -0.611, 38.141)
H (28.778, -14.673, 38.453)
H (28.773, -11.234, 37.293)
H (32.499, -13.849, 39.983)
H (29.165, -2.799, 38.300)
H (32.733, -6.399, 40.488)
H (27.165, -9.244, 40.261)
H (33.010, 0.260, 42.475)
H (28.124, -9.875, 44.378)
H (30.680, -11.743, 38.302)
H (30.958, -10.383, 39.386)
H (25.756, -3.140, 38.304)
H (33.471, -5.997, 43.754)
H (30.044, -12.185, 44.880)
H (28.383, -14.822, 42.100)
H (29.426, -7.414, 36.567)
H (25.057, -11.025, 39.576)
H (25.011, -12.277, 40.725)
H (23.992, -3.774, 42.958)
H (29.988, -14.589, 41.572)
H (30.598, -1.830, 43.054)
H (29.423, -8.084, 38.161)
H (27.244, -12.785, 38.363)
H (29.471, -11.352, 42.088)
H (25.802, -2.102, 45.145)
H (30.422, -9.815, 45.503)
H (29.833, -7.034, 47.866)
H (35.049, -3.007, 41.445)
H (27.785, -7.150, 44.693)
H (20.765, -9.586, 39.655)
H (32.924, -8.247, 41.495)
H (29.622, -5.216, 40.409)
H (23.810, -6.274, 43.293)
H (25.848, -15.173, 40.837)
H (26.520, -8.971, 35.682)
H (28.502, -1.222, 41.877)
H (26.389, -7.708, 39.842)
H (32.110, -2.631, 40.409)
H (29.648, -7.599, 42.334)
H (25.624, -4.114, 42.535)
H (26.406, -16.709, 40.032)
H (26.885, -12.994, 40.048)
H (31.378, -6.336, 39.390)
H (32.288, -3.819, 39.053)
H (25.339, -6.377, 39.136)
H (23.629, -12.101, 39.494)
H (33.104, -4.325, 44.174)
H (32.481, -9.697, 40.761)
H (27.642, -11.513, 43.988)
H (29.560, -8.786, 41.404)
H (23.217, -2.951, 39.760)
H (28.721, -13.504, 41.023)
H (31.284, -0.190, 42.662)
H (26.143, -0.603, 44.328)
H (28.251, -11.147, 45.668)
H (25.368, -10.685, 35.761)
H (29.508, -6.890, 44.753)
H (28.427, -9.954, 38.455)
H (31.070, -12.093, 42.546)
H (28.425, -3.905, 40.740)
H (26.575, -3.908, 44.475)
H (30.132, -9.374, 44.000)
H (25.281, -4.679, 39.554)
H (21.606, -7.663, 38.259)
H (28.703, -7.090, 40.296)
H (26.818, -5.648, 41.291)
H (26.111, -7.500, 36.466)
H (26.281, -15.180, 37.991)
H (29.154, -4.162, 35.556)
H (22.559, -10.087, 39.817)
H (24.197, -8.059, 40.851)
H (28.716, -3.124, 36.657)
H (30.106, -5.649, 35.856)
H (26.215, -8.537, 41.328)
H (28.075, -3.789, 43.484)
H (29.787, -5.010, 44.328)
H (24.696, -11.166, 37.300)
H (28.253, -16.161, 38.909)
H (31.197, -3.825, 44.441)
H (21.458, -9.823, 41.173)
H (27.637, -0.822, 38.668)
H (29.951, -3.927, 41.596)
H (24.981, -15.921, 39.510)
H (23.194, -7.446, 44.478)
H (21.186, -7.467, 40.527)
H (25.847, -3.428, 36.528)

Properties
- Total charge: -1
- LUMO (spin up / spin down): 1.61 / 1.61 eV
- Orbital gap (spin up / spin down): 2.07 / 7.92 eV
- Multiplicity: 2
- HOMO level (spin up / spin down): -0.465 / -6.313 eV

Atomic partial charges in e from the Löwdin method, atoms 1 to 99: O -0.004; O 0.011; O -0.008; O -0.013; O -0.216; O -0.243; O -0.017; O -0.004; O -0.205; O 0.023; O 0.008; O -0.012; O 0.034; O -0.053; O 0.006; O -0.044; O -0.205; N 0.161; N 0.182; N 0.177; N 0.172; N 0.204; N 0.187; N 0.199; N 0.200; N 0.046; N 0.175; N 0.201; N 0.040; N 0.156; N 0.157; N 0.167; N 0.176; N 0.190; N 0.150; N 0.194; N 0.201; N 0.203; N 0.161; N 0.180; N 0.192; N 0.210; N 0.175; N 0.217; N 0.027; N 0.092; N 0.179; C -0.171; C -0.882; C -0.824; C -0.069; C -0.142; C -0.052; C -0.689; C -0.188; C -0.046; C -0.830; C -0.396; C -0.717; C -0.419; C -0.104; C -0.845; C -0.126; C -0.762; C -0.745; C -0.063; C -0.119; C -0.800; C -0.777; C -0.720; C -0.692; C -0.060; C -0.757; C -0.463; C -0.124; C -0.407; H 0.052; H 0.129; H 0.061; H 0.098; H 0.110; H 0.000; H 0.090; H 0.077; H 0.110; H 0.099; H 0.124; H 0.078; H 0.104; H 0.121; H 0.089; H 0.123; H 0.062; H 0.128; H 0.048; H 0.087; H 0.057; H 0.072; H 0.115